{
  "formula": "C20H25BrN3Os",
  "method": "ωB97M-V/def2-TZVPD",
  "symbols": ["Os", "Br", "C", "C", "C", "C", "C", "C", "C", "C", "C", "C", "H", "H", "H", "H", "H", "H", "C", "C", "C", "C", "N", "N", "H", "H", "H", "H", "H", "H", "H", "H", "H", "H", "H", "H", "N", "C", "C", "C", "C", "C", "C", "H", "H", "H", "H", "H", "H", "H"],
  "positions_angstrom": [[-0.52595, 0.23126, 0.03034], [0.05450, -0.36888, 2.45706], [1.94242, -0.27565, 2.17758], [2.79169, -0.35785, 3.25550], [4.16873, -0.32550, 3.00674], [4.63880, -0.22574, 1.71356], [3.74512, -0.13558, 0.62868], [4.21382, -0.02257, -0.70054], [3.32643, 0.07674, -1.77269], [1.96576, 0.07965, -1.54323], [1.40794, -0.01230, -0.23629], [2.34646, -0.14622, 0.85811], [2.41747, -0.44923, 4.26688], [4.85843, -0.38646, 3.83761], [5.70461, -0.21810, 1.52267], [5.28223, -0.01443, -0.88166], [3.71279, 0.16907, -2.77924], [1.30143, 0.18048, -2.39698], [0.50640, -3.35950, -3.65783], [-0.60129, -3.53128, -2.60873], [-0.17016, -4.38643, -1.43175], [-1.89715, -4.07949, -3.29278], [-0.99966, -2.18720, -2.16851], [-1.38390, -1.85386, -0.89837], [0.68471, -4.33059, -4.11748], [1.43006, -3.01556, -3.19341], [0.21394, -2.66625, -4.44899], [0.22706, -5.32129, -1.82444], [-1.00076, -4.65528, -0.77311], [0.63678, -3.92103, -0.85856], [-1.67762, -5.12437, -3.52182], [-2.11236, -3.55528, -4.22316], [-2.76105, -4.04588, -2.62914], [-1.33292, -1.53272, -2.87796], [-1.12261, -2.61417, -0.26808], [-2.39728, -1.69877, -0.84720], [-0.59863, 2.27889, -0.51814], [-1.97544, 2.04759, -0.91863], [-2.81460, 1.53295, 0.07532], [-4.13060, 1.18608, -0.25749], [-4.58092, 1.37352, -1.55151], [-3.72655, 1.89889, -2.52566], [-2.41493, 2.22849, -2.22384], [-0.00694, 2.64666, -1.25889], [-0.52486, 2.89691, 0.29032], [-2.50977, 1.53994, 1.12183], [-4.79861, 0.81722, 0.51000], [-5.60945, 1.15025, -1.80251], [-4.09670, 2.07066, -3.52832], [-1.76164, 2.65424, -2.97680]],
  "nbo_charge": [0.9011, 0.2649, -0.0616, -0.1757, -0.1514, -0.0864, -0.1045, -0.0079, -0.1893, -0.2254, -0.1575, -0.0643, 0.2681, 0.2701, 0.2568, 0.2562, 0.2599, 0.2128, -0.6175, 0.1020, -0.6725, -0.5957, -0.0543, -0.6331, 0.2729, 0.2358, 0.2332, 0.2927, 0.2359, 0.2340, 0.2831, 0.2441, 0.2293, 0.4247, 0.4406, 0.4397, -0.7882, 0.1676, -0.3836, -0.1525, -0.1815, -0.1310, -0.2743, 0.4405, 0.4411, 0.2583, 0.2612, 0.2657, 0.2631, 0.2527],
  "lumo_energy_ev": [-9.526, -12.610],
  "s_squared": 6.05,
  "multiplicity": 5,
  "charge": 3,
  "homo_lumo_gap_ha": [0.2801, 0.1907],
  "e_homo_ev": [-17.1, -17.8]
}



{
  "formula": "C16H29N2O8S3",
  "method": "ωB97M-V/def2-TZVPD",
  "symbols": ["C", "C", "S", "C", "C", "C", "N", "N", "C", "S", "C", "O", "O", "C", "S", "H", "H", "H", "H", "H", "H", "H", "H", "H", "H", "H", "H", "H", "C", "C", "O", "C", "O", "O", "C", "H", "H", "H", "H", "H", "H", "H", "H", "C", "C", "O", "C", "O", "O", "C", "H", "H", "H", "H", "H", "H", "H", "H"],
  "positions_angstrom": [[-0.15540, -3.74775, 3.67877], [0.72192, -2.33228, 3.64994], [-0.34659, -0.80475, 3.39055], [-1.36854, -0.96043, 1.80791], [-2.79085, -1.74337, 1.99284], [-3.32176, -2.98499, 1.12079], [-4.60780, -3.64674, 1.35371], [-5.59984, -3.39353, 2.23307], [-5.22901, -2.24511, 3.04420], [-6.58763, -1.73579, 4.29331], [-8.16327, -2.76845, 3.97636], [-6.17470, -2.06576, 5.76757], [-7.03671, -0.25061, 4.10383], [-3.92285, -1.34523, 3.08886], [-3.73802, 0.05991, 4.32056], [-1.06249, -3.73445, 2.92577], [0.58870, -4.58003, 3.26184], [-0.45656, -3.91215, 4.79759], [1.56823, -2.47687, 2.85481], [1.22531, -2.23844, 4.72720], [-1.48590, 0.07887, 1.23250], [-0.70712, -1.62992, 1.07360], [-2.62209, -3.37583, 0.24642], [-4.81841, -4.48097, 0.72248], [-8.57455, -2.45143, 2.90196], [-7.75858, -3.88416, 3.85334], [-8.95933, -2.65846, 4.82716], [-2.83629, -0.46796, 5.29795], [0.14321, -0.79481, -5.44339], [-0.71449, -0.02832, -4.44966], [-0.33396, -0.33031, -3.10219], [0.80080, 0.26694, -2.66292], [1.50748, 1.03007, -3.30595], [1.03527, -0.15141, -1.39415], [2.26468, 0.32245, -0.84973], [0.11613, -1.86740, -5.22752], [-0.20701, -0.62768, -6.46559], [1.19138, -0.48624, -5.38582], [-1.75832, -0.33724, -4.56150], [-0.67676, 1.05237, -4.63045], [2.33781, 1.41209, -0.91869], [3.10596, -0.15506, -1.36097], [2.29790, 0.04221, 0.20704], [4.69296, 3.22774, -4.29384], [3.93294, 3.74657, -3.08395], [4.77713, 3.79253, -1.92770], [5.65720, 4.82244, -1.88180], [5.78292, 5.69947, -2.72457], [6.39727, 4.69658, -0.75209], [7.43926, 5.66257, -0.63596], [5.15675, 2.26175, -4.07127], [4.02347, 3.11308, -5.15065], [5.50041, 3.90885, -4.57898], [3.11356, 3.05943, -2.85159], [3.48545, 4.72869, -3.27680], [7.05171, 6.68117, -0.73438], [8.21150, 5.46809, -1.38627], [7.88756, 5.56008, 0.35647]],
  "nbo_charge": [-0.6362, -0.5432, 0.2238, -0.6215, 0.0742, 0.0283, -0.2743, -0.1292, -0.0445, 1.8784, -0.8017, -0.8494, -0.8484, -0.0822, 0.1022, 0.1889, 0.2344, 0.2384, 0.2318, 0.2672, 0.3135, 0.2682, 0.2871, 0.4549, 0.2621, 0.2526, 0.3085, 0.2130, -0.6413, -0.0722, -0.5081, 0.9851, -0.6350, -0.5149, -0.2607, 0.2094, 0.2263, 0.2296, 0.1896, 0.1997, 0.2062, 0.1980, 0.1909, -0.6389, -0.0761, -0.5052, 0.9827, -0.6388, -0.4999, -0.2584, 0.2086, 0.2193, 0.2278, 0.1993, 0.1934, 0.1993, 0.1910, 0.1962],
  "lumo_energy_ev": -5.854,
  "charge": 1,
  "homo_lumo_gap_ha": 0.2261,
  "e_homo_ev": -12.0
}



{
  "formula": "C4H7O3Y",
  "method": "ωB97M-V/def2-TZVPD",
  "symbols": ["H", "O", "C", "C", "O", "C", "C", "O", "Y", "H", "H", "H", "H", "H", "H"],
  "positions_angstrom": [[-1.59805, -3.47668, -0.92258], [0.92414, -2.12124, 0.82520], [1.87511, -1.30760, 0.83281], [1.70448, -0.00917, 0.28546], [0.54493, 0.19449, -0.29802], [-0.19982, 1.42956, -0.12730], [-1.63471, 1.08420, -0.52039], [-2.05342, -0.08734, 0.07574], [-1.00918, -1.82307, -0.11568], [2.85827, -1.58694, 1.23679], [2.40604, 0.81760, 0.40774], [0.24884, 2.20283, -0.76331], [-0.12865, 1.70430, 0.93289], [-1.68233, 1.02751, -1.62875], [-2.25563, 1.95154, -0.22062]],
  "nbo_charge": [-0.6111, -0.6924, 0.2953, 0.2100, -0.5225, -0.1027, -0.0896, -0.9401, 2.2014, 0.2079, 0.2242, 0.2238, 0.2075, 0.1726, 0.2158],
  "lumo_energy_ev": [-4.268, -6.927],
  "e_above_lowest_kcal_mol": 0.00,
  "s_squared": 0.75,
  "multiplicity": 2,
  "charge": 1,
  "homo_lumo_gap_ha": [0.3147, 0.2170],
  "e_homo_ev": [-12.8, -12.8]
}



{
  "formula": "C4H8O2",
  "method": "ωB97M-V/def2-TZVPD",
  "symbols": ["C", "C", "C", "O", "C", "O", "H", "H", "H", "H", "H", "H", "H", "H"],
  "positions_angstrom": [[-1.52375, -0.58082, 0.08040], [-0.18071, 0.06278, 0.12196], [1.04319, -0.84346, -0.06437], [2.25957, -0.13918, -0.13579], [-0.10715, 1.46716, -0.25857], [0.19824, 1.05686, 1.07369], [-1.63143, -1.33088, 0.85908], [-1.63825, -1.05915, -0.90478], [-2.29713, 0.18575, 0.16281], [0.99970, -1.47079, -0.95994], [1.02041, -1.50995, 0.81612], [2.23514, 0.52256, 0.57272], [-1.00297, 2.08776, -0.30224], [0.60579, 1.43245, -1.05967]],
  "nbo_charge": [-0.6271, 0.1833, -0.0775, -0.7139, -0.1449, -0.5007, 0.2138, 0.2225, 0.2225, 0.1846, 0.1654, 0.4799, 0.1902, 0.2020],
  "lumo_energy_ev": 0.944,
  "e_above_lowest_kcal_mol": 57.67,
  "homo_lumo_gap_ha": 0.4022,
  "e_homo_ev": -10.0
}



{
  "formula": "C9H21ClDyI2N2OPS",
  "method": "ωB97M-V/def2-TZVPD",
  "symbols": ["I", "I", "Dy", "P", "C", "C", "H", "H", "H", "C", "H", "H", "H", "H", "H", "H", "C", "O", "Cl", "C", "C", "N", "C", "S", "N", "C", "C", "H", "H", "H", "H", "H", "H", "H", "H", "H", "H", "H", "H"],
  "positions_angstrom": [[-1.21811, -2.02191, -0.07576], [-1.04291, 2.11301, -0.01656], [1.13202, -0.00750, 0.44097], [0.22599, 0.00170, -2.36084], [-1.38198, -0.00333, -3.17508], [1.00330, 1.42644, -3.21324], [2.02327, -1.58636, -2.77981], [1.12924, -1.12676, -4.29993], [0.42123, -2.30526, -3.09823], [1.03093, -1.39618, -3.22573], [1.99421, 1.63217, -2.77181], [1.09922, 1.16968, -4.29091], [-1.20590, 0.01298, -4.25791], [-1.96944, 0.86196, -2.87856], [0.37688, 2.32213, -3.07281], [-1.94746, -0.89065, -2.90185], [-2.35077, 0.11064, -0.14018], [-3.51682, 0.15091, -0.24351], [3.47816, 0.00901, -0.33294], [-2.60467, -1.80977, 6.03737], [-1.37809, -0.95346, 5.68489], [-1.46242, -0.49255, 4.28602], [-0.45079, 0.29488, 3.80108], [0.91804, -0.40420, 2.93193], [-0.47646, 1.58505, 4.02396], [-1.47040, 2.27581, 4.86395], [-0.82152, 2.86798, 6.10509], [-3.54730, -1.22835, 5.98763], [-2.48248, -2.18407, 7.06895], [-2.68171, -2.67634, 5.34956], [-1.34444, -0.06566, 6.35355], [-0.45010, -1.55292, 5.83252], [-1.61855, -1.29546, 3.64791], [0.32938, 2.09948, 3.63352], [-1.92250, 3.07449, 4.25492], [-2.26441, 1.55646, 5.09898], [-0.08756, 3.62629, 5.82721], [-1.58189, 3.34735, 6.72649], [-0.31529, 2.08763, 6.69406]],
  "lowdin_spin": [-0.0119, -0.0158, 5.0674, -0.0123, -0.0016, 0.0000, 0.0002, -0.0001, 0.0000, 0.0000, 0.0001, -0.0001, -0.0004, -0.0001, 0.0000, -0.0001, 0.0033, 0.0004, -0.0101, 0.0000, -0.0001, -0.0007, -0.0005, -0.0173, -0.0002, -0.0001, 0.0000, 0.0000, 0.0000, 0.0000, 0.0000, 0.0000, -0.0001, 0.0002, 0.0000, 0.0000, 0.0000, 0.0000, 0.0000],
  "lumo_energy_ev": [-9.987, -9.973],
  "e_above_lowest_kcal_mol": 8.70,
  "s_squared": 9.35,
  "multiplicity": 6,
  "charge": 2,
  "homo_lumo_gap_ha": [0.2067, 0.2082],
  "e_homo_ev": [-15.6, -15.6]
}



{
  "formula": "C20H22O6",
  "method": "ωB97M-V/def2-TZVPD",
  "symbols": ["C", "H", "O", "C", "C", "C", "C", "C", "C", "O", "C", "H", "H", "H", "O", "C", "H", "H", "H", "H", "C", "H", "H", "C", "C", "O", "O", "C", "C", "C", "C", "C", "C", "H", "H", "C", "O", "C", "H", "H", "H", "H", "H", "H", "H", "H", "H", "H"],
  "positions_angstrom": [[-3.06233, -2.61404, 2.02506], [-2.93167, -3.49037, 2.65850], [-1.92810, -2.57630, 1.19560], [-1.79340, -1.54059, 0.31481], [-2.74012, -0.54357, 0.15028], [-2.51475, 0.50057, -0.73839], [-1.34565, 0.52068, -1.46832], [-0.37172, -0.47122, -1.32133], [-0.59220, -1.51931, -0.42326], [0.37982, -2.47681, -0.20095], [0.03038, -3.80935, -0.52002], [-0.28015, -3.89556, -1.56820], [-0.76745, -4.18531, 0.12280], [0.93486, -4.39378, -0.35957], [0.73316, -0.26105, -2.08453], [1.81548, -1.16618, -2.08847], [2.55463, -0.71469, -2.75087], [2.24056, -1.29587, -1.09207], [1.52578, -2.14045, -2.48993], [-1.13437, 1.32166, -2.15956], [-3.47606, 1.65577, -0.80221], [-4.50773, 1.30407, -0.75068], [-3.33819, 2.20193, -1.73590], [-3.22251, 2.61852, 0.38046], [-1.75346, 2.97248, 0.36475], [-1.27391, 3.88364, -0.25158], [-1.07705, 2.07881, 1.10897], [0.26443, 1.78574, 0.97037], [0.70250, 0.70338, 1.73235], [1.99649, 0.25611, 1.60556], [2.88428, 0.87421, 0.72045], [2.43720, 1.96694, -0.01804], [1.14008, 2.42755, 0.10470], [0.80877, 3.26780, -0.48215], [3.09449, 2.47283, -0.70694], [4.25424, 0.31447, 0.60714], [4.61182, -0.62504, 1.28334], [5.18030, 0.96160, -0.39443], [5.34709, 2.00307, -0.12845], [6.13155, 0.43546, -0.39323], [4.74510, 0.92021, -1.39008], [2.34518, -0.59293, 2.17360], [0.00485, 0.21683, 2.39481], [-3.82097, 3.52086, 0.26145], [-3.46403, 2.12400, 1.32027], [-3.65217, -0.55219, 0.72465], [-3.13063, -1.72143, 2.65466], [-3.98440, -2.72308, 1.44456]],
  "nbo_charge": [-0.2488, 0.2016, -0.5021, 0.2822, -0.3436, 0.0210, -0.2910, 0.2894, 0.2006, -0.5322, -0.2502, 0.1674, 0.1935, 0.1930, -0.4985, -0.2385, 0.1845, 0.1963, 0.1745, 0.2291, -0.4054, 0.2192, 0.2220, -0.4910, 0.8146, -0.5784, -0.5226, 0.3918, -0.2758, -0.1393, -0.1980, -0.1504, -0.2962, 0.2563, 0.2156, 0.5768, -0.5435, -0.7180, 0.2310, 0.2382, 0.2276, 0.2412, 0.2278, 0.2334, 0.2252, 0.2154, 0.1777, 0.1768],
  "lumo_energy_ev": 0.404,
  "e_above_lowest_kcal_mol": 0.00,
  "homo_lumo_gap_ha": 0.3197,
  "e_homo_ev": -8.3
}



For the records above, the corresponding calculated total energy values read -3604.89703 -2532.48194 -420.36615 -307.62052 -3219.94572 -1226.73010 a.u..